1.
ORCA calculation (ωB97M-V/def2-TZVPD) on a single C20H19N3O5 molecule.

Positions of all 47 atoms, in Å:
C -1.55908 -0.64036 -3.07391
C -1.36971 0.36014 -1.99942
N -0.28527 1.04678 -1.80653
C -0.52500 1.84724 -0.71865
C 0.28395 2.78796 -0.09501
C -0.23013 3.44843 1.00196
C -1.51384 3.18507 1.48128
C -2.33921 2.25991 0.87049
C -1.83362 1.60392 -0.23939
N -2.36443 0.66445 -1.09392
C -3.66407 0.05479 -0.99622
C -3.48338 -1.29299 -0.30041
O -3.44996 -2.35057 -0.86317
O -3.27853 -1.11311 1.00872
C -2.74918 -2.22774 1.72546
H -2.98150 -2.06131 2.77873
H -3.20070 -3.16049 1.37767
C -1.22415 -2.30093 1.50370
O -0.64643 -3.34631 1.33897
N -0.66604 -1.06843 1.51342
C 0.66372 -0.72938 1.20511
C 1.41282 -1.48290 0.31677
C 2.70060 -1.08580 -0.01328
C 3.25217 0.05720 0.57534
C 2.48682 0.80727 1.45822
C 1.19846 0.42559 1.76672
H 0.60580 1.02229 2.44298
H 2.92391 1.69222 1.89108
O 4.53458 0.46819 0.31367
C 5.31372 -0.51217 -0.33500
C 4.51057 -1.16077 -1.46132
H 5.10022 -1.91156 -1.98913
O 3.38903 -1.83115 -0.93088
H 4.18255 -0.38348 -2.16492
H 6.19844 -0.00153 -0.71828
H 5.61607 -1.28628 0.38388
H 1.01367 -2.37496 -0.13430
H -1.25369 -0.28826 1.77893
H -4.08406 -0.10644 -1.99182
H -4.31904 0.70118 -0.40891
H -3.33273 2.06328 1.24720
H -1.87264 3.71975 2.34845
H 0.37312 4.18632 1.50931
H 1.27699 2.98355 -0.46381
H -2.32539 -0.31010 -3.77570
H -0.62033 -0.75906 -3.60536
H -1.86510 -1.59948 -2.65870

Highest occupied orbital energy   -7.86 eV
E   -1314.049733 a.u.
SMILES   Cc1nc2ccccc2n1CC(=O)OCC(=O)Nc1ccc2c(c1)OCCO2
Energy relative to the best compared isomer or geometry (same formula, charge and spin)   1.097 eV
Spin multiplicity   1
Gap between HOMO and LUMO   8.4 eV

Let us look at the natural (NBO) charges, expressed in e, one per atom: number 1, C, carries -0.675; number 2, C, carries 0.416; number 3, N, carries -0.477; number 4, C, carries 0.163; number 5, C, carries -0.209; number 6, C, carries -0.239; number 7, C, carries -0.222; number 8, C, carries -0.262; number 9, C, carries 0.089; number 10, N, carries -0.371; number 11, C, carries -0.304; number 12, C, carries 0.790; number 13, O, carries -0.569; number 14, O, carries -0.513; number 15, C, carries -0.177; number 16, H, carries 0.214; number 17, H, carries 0.234; number 18, C, carries 0.652; number 19, O, carries -0.583; number 20, N, carries -0.614; number 21, C, carries 0.133; number 22, C, carries -0.277; number 23, C, carries 0.301; number 24, C, carries 0.194; number 25, C, carries -0.223; number 26, C, carries -0.235; number 27, H, carries 0.217; number 28, H, carries 0.225; number 29, O, carries -0.486; number 30, C, carries -0.096; number 31, C, carries -0.098; number 32, H, carries 0.201; number 33, O, carries -0.493; number 34, H, carries 0.182; number 35, H, carries 0.200; number 36, H, carries 0.179; number 37, H, carries 0.250; number 38, H, carries 0.415; number 39, H, carries 0.235; number 40, H, carries 0.235; number 41, H, carries 0.215; number 42, H, carries 0.215; number 43, H, carries 0.215; number 44, H, carries 0.228; number 45, H, carries 0.224; number 46, H, carries 0.252; number 47, H, carries 0.247

2.
ORCA calculation (ωB97M-V/def2-TZVPD) on a single C20H19N5O2S molecule in a non-equilibrium geometry.

Positions of all 47 atoms, in Å:
C -5.88860 -1.73106 -0.91185
H -6.20302 -0.89687 -0.27712
O -4.60557 -1.51570 -1.44872
C -3.56292 -1.34736 -0.59490
C -2.32649 -1.08283 -1.18733
C -1.20557 -0.89633 -0.41057
C -1.28444 -0.97032 0.97825
C -2.51244 -1.23122 1.56304
C -3.64454 -1.42429 0.79154
H -4.58327 -1.62079 1.28419
H -2.59343 -1.27032 2.63866
C -0.07218 -0.68586 1.82709
N 0.29958 0.73338 1.64409
C -0.49127 1.75341 2.06513
O -1.50450 1.54521 2.69473
C -0.01374 3.14206 1.68882
H 1.01227 3.15796 1.32915
H -0.12558 3.79986 2.55012
S -1.14352 3.88138 0.44493
C -0.86320 2.89010 -0.94896
N -1.67045 2.83951 -1.98855
C -1.04463 1.99559 -2.82994
N 0.09191 1.52700 -2.37611
N 0.22226 2.11530 -1.17489
H 0.99163 1.87036 -0.55915
H -1.44450 1.72965 -3.78592
N 1.48309 0.87861 1.00544
C 2.03407 -0.26999 0.82220
C 3.30458 -0.42361 0.15132
C 3.99258 0.69895 -0.32090
C 5.20460 0.55741 -0.96394
C 5.75342 -0.70288 -1.14701
C 5.08217 -1.82158 -0.68086
C 3.86732 -1.68816 -0.03677
H 3.35411 -2.56744 0.32135
H 5.50804 -2.80394 -0.82127
H 6.70179 -0.81225 -1.65103
H 5.72610 1.43096 -1.32531
H 3.56457 1.67758 -0.16989
C 1.20575 -1.40661 1.37618
H 1.72577 -1.88861 2.20618
H 0.99497 -2.15733 0.61435
H -0.30900 -0.84604 2.88226
H -0.26582 -0.68086 -0.89930
H -2.27117 -1.01537 -2.26187
H -6.55718 -1.80362 -1.76815
H -5.93354 -2.66308 -0.33867

Highest occupied orbital energy   -8.34 eV
E   -1595.977396 a.u.
SMILES   COc1ccc([C@H]2CC(c3ccccc3)=NN2C(=O)CSc2ncn[nH]2)cc1
Energy relative to the best compared isomer or geometry (same formula, charge and spin)   1.145 eV
Spin multiplicity   1
Gap between HOMO and LUMO   8.2 eV

Let us look at the natural (NBO) charges, expressed in e, one per atom: number 1, C, carries -0.252; number 2, H, carries 0.179; number 3, O, carries -0.490; number 4, C, carries 0.305; number 5, C, carries -0.239; number 6, C, carries -0.206; number 7, C, carries -0.085; number 8, C, carries -0.165; number 9, C, carries -0.266; number 10, H, carries 0.213; number 11, H, carries 0.216; number 12, C, carries -0.059; number 13, N, carries -0.280; number 14, C, carries 0.663; number 15, O, carries -0.589; number 16, C, carries -0.625; number 17, H, carries 0.241; number 18, H, carries 0.263; number 19, S, carries 0.329; number 20, C, carries 0.166; number 21, N, carries -0.492; number 22, C, carries 0.137; number 23, N, carries -0.303; number 24, N, carries -0.391; number 25, H, carries 0.437; number 26, H, carries 0.199; number 27, N, carries -0.271; number 28, C, carries 0.232; number 29, C, carries -0.032; number 30, C, carries -0.193; number 31, C, carries -0.193; number 32, C, carries -0.195; number 33, C, carries -0.211; number 34, C, carries -0.195; number 35, H, carries 0.212; number 36, H, carries 0.218; number 37, H, carries 0.217; number 38, H, carries 0.218; number 39, H, carries 0.222; number 40, C, carries -0.473; number 41, H, carries 0.238; number 42, H, carries 0.245; number 43, H, carries 0.231; number 44, H, carries 0.221; number 45, H, carries 0.227; number 46, H, carries 0.201; number 47, H, carries 0.174

3.
ORCA calculation (ωB97M-V/def2-TZVPD) on a molecular structure, C20H19OPPb in a non-equilibrium geometry.

Positions of all 42 atoms, in Å:
Pb 1.42630 -0.58671 1.27887
C 0.45823 -2.63959 -0.26015
H 0.09706 -2.82519 0.76063
H -0.33325 -3.01956 -0.92688
H 1.38938 -3.17465 -0.46305
H 0.53452 -1.54541 -0.56693
H -0.91795 -0.30398 -0.67460
O -0.78803 -0.48568 1.36883
C -1.35708 -0.03899 0.30533
C -2.49665 0.80348 0.33302
C -3.79173 0.33343 0.63290
C -4.88481 1.09574 0.25464
C -4.70047 2.32564 -0.39502
C -3.42108 2.83680 -0.61581
C -2.29242 2.10796 -0.21829
P -0.64600 2.73006 -0.61771
C -0.80776 4.40422 0.09196
C -0.21460 5.45969 -0.62463
C -0.37456 6.77257 -0.18044
C -1.09022 7.03012 0.99978
C -1.64420 5.97464 1.73093
C -1.50891 4.66191 1.28092
C 0.85482 2.18421 0.30951
C 0.93538 2.13634 1.72317
C 2.19114 2.23319 2.34809
C 3.35062 2.24756 1.58411
C 3.28312 2.13938 0.19723
C 2.04718 2.08161 -0.43180
H -3.90670 -0.64481 1.09776
H -5.89841 0.73185 0.42804
H -5.56268 2.87991 -0.77882
H -3.27833 3.78738 -1.14325
H 0.34481 5.22869 -1.53412
H 0.05477 7.59068 -0.76125
H -1.22468 8.05779 1.34675
H -2.19638 6.16269 2.65390
H -1.97330 3.84799 1.83606
H 0.01460 2.15503 2.31134
H 2.25051 2.36203 3.43532
H 4.32337 2.37742 2.07445
H 4.19776 2.15337 -0.40597
H 1.97781 2.02224 -1.52732

Highest occupied orbital energy (spin up / spin down)   -5.51 / -5.63 eV
E   -1382.814014 a.u.
Spin multiplicity   1
Gap between HOMO and LUMO (spin up / spin down)   5.7 / 5.7 eV

Let us look at the natural (NBO) charges, expressed in e, one per atom: number 1, Pb, carries 0.709; number 2, C, carries -0.904; number 3, H, carries 0.243; number 4, H, carries 0.248; number 5, H, carries 0.224; number 6, H, carries 0.208; number 7, H, carries 0.130; number 8, O, carries -0.829; number 9, C, carries 0.080; number 10, C, carries -0.021; number 11, C, carries -0.201; number 12, C, carries -0.223; number 13, C, carries -0.219; number 14, C, carries -0.210; number 15, C, carries -0.363; number 16, P, carries 0.820; number 17, C, carries -0.358; number 18, C, carries -0.135; number 19, C, carries -0.235; number 20, C, carries -0.207; number 21, C, carries -0.212; number 22, C, carries -0.210; number 23, C, carries -0.339; number 24, C, carries -0.282; number 25, C, carries -0.220; number 26, C, carries -0.225; number 27, C, carries -0.223; number 28, C, carries -0.152; number 29, H, carries 0.218; number 30, H, carries 0.213; number 31, H, carries 0.214; number 32, H, carries 0.220; number 33, H, carries 0.212; number 34, H, carries 0.214; number 35, H, carries 0.215; number 36, H, carries 0.215; number 37, H, carries 0.224; number 38, H, carries 0.250; number 39, H, carries 0.233; number 40, H, carries 0.225; number 41, H, carries 0.224; number 42, H, carries 0.228

Q: Among the records above, which one has the highest E?
A: C20H19N3O5

Q: What is the E in the first record?
A: -1314.049733 a.u.

Q: Number 2 is which compound?
A: C20H19N5O2S

Q: Which value of spin multiplicity does entry 3 give?
A: 1